Record 1
Density functional theory data (ωB97M-V with the def2-TZVPD basis set) for C11H13N2O6Pt as an isolated structure.

Last column: Mulliken spin population.
Atoms and positions in Å:
Pt (0.5304, 0.6147, -1.1835)  0.583
O (1.5459, -1.3023, 0.9568)  0.445
O (-1.9410, 3.0068, -2.4928)  -0.009
O (-0.8064, 0.7012, 2.0403)  -0.005
O (-2.5837, -4.1662, 0.3565)  0.000
O (0.7128, -1.3622, -3.6119)  0.027
O (2.4230, 2.6101, 0.1156)  0.039
N (-0.1001, 1.5739, 4.0394)  0.000
N (-2.3739, 1.4817, 3.5207)  0.000
C (-2.7427, 2.3124, 4.6498)  0.000
C (-0.9787, 2.4866, -2.1071)  0.062
C (-1.9108, -3.6792, -0.4132)  0.002
C (-1.0845, 1.2313, 3.1307)  -0.002
C (1.2549, 1.4844, 3.5534)  0.002
C (-1.6965, 2.1702, 5.7174)  0.000
C (-3.3786, 1.0951, 2.5780)  0.000
C (0.4795, -0.5859, -2.8032)  0.108
C (1.5432, 1.9852, -0.3977)  0.148
C (0.9586, -0.6603, 0.1842)  0.320
C (-0.3574, 2.4620, 5.1383)  0.000
H (-3.2557, 1.6435, 1.6365)  0.000
H (1.3142, 0.6148, 2.9017)  -0.002
H (-1.7192, 1.1584, 6.1197)  0.000
H (-3.7358, 1.9915, 4.9969)  0.000
H (-1.9041, 2.8698, 6.5540)  0.000
H (-3.2783, 0.0316, 2.3168)  0.000
H (-0.2850, 3.5093, 4.8022)  0.000
H (0.5484, -1.4882, -0.6037)  0.283
H (-2.8186, 3.3652, 4.3266)  0.000
H (-4.3691, 1.2945, 2.9894)  0.000
H (1.9546, 1.3922, 4.4158)  0.000
H (0.4581, 2.2928, 5.8758)  0.000
H (1.5457, 2.3772, 2.9750)  0.000

Values from the calculation:
HOMO energy (alpha / beta) = -0.41499 / -0.41496 hartree
Kohn-Sham gap (alpha / beta) = 6.26 / 4.07 eV
relative energy (zero: lowest compared OMol25 entry of this formula, charge and spin) = 100.2 kJ/mol
charge = +1
lowest unoccupied orbital energy (alpha / beta) = -5.034 / -7.226 eV
<S²> = 2.011
multiplicity = 3
strongest force on any atom = 0.1848 Eh/bohr

Record 2
Density functional theory data (ωB97M-V with the def2-TZVPD basis set) for C6H15NO2 as an isolated structure.

Last column: Löwdin charge in e.
Atoms and positions in Å:
O (-0.1937, -0.0327, 1.8085)  0.007
O (0.9658, 1.0194, 0.1854)  0.047
N (0.2100, -0.6261, -0.5650)  -0.258
C (0.5006, 0.8946, 1.4563)  -0.542
C (0.9614, 2.0342, 2.3149)  0.000
C (0.8676, -1.7682, 0.0544)  -0.026
C (-1.9938, 0.5081, -0.8285)  -0.062
C (-1.2363, -0.7339, -0.3761)  -0.221
C (0.5568, -0.5815, -1.9804)  -0.023
H (0.5974, 2.9929, 1.9087)  0.089
H (1.9600, -1.6692, -0.0618)  0.112
H (2.0633, 2.0645, 2.3541)  0.089
H (0.1335, 0.3224, -2.4498)  0.103
H (1.6549, -0.5472, -2.0779)  0.111
H (0.5512, -2.7243, -0.3954)  0.103
H (-1.4075, -0.8818, 0.7075)  0.115
H (-1.5573, 1.4038, -0.3555)  0.084
H (0.6289, -1.7898, 1.1311)  0.101
H (0.5760, 1.9182, 3.3419)  0.083
H (-1.9557, 0.6345, -1.9235)  0.071
H (-3.0497, 0.4267, -0.5202)  0.085
H (-1.6288, -1.6245, -0.9035)  0.128
H (0.6123, 0.2269, -0.3034)  -0.300
H (0.1830, -1.4669, -2.5217)  0.104

Values from the calculation:
HOMO energy = -0.31120 hartree
Kohn-Sham gap = 9.35 eV
relative energy (zero: lowest compared OMol25 entry of this formula, charge and spin) = 400.5 kJ/mol
charge = 0
lowest unoccupied orbital energy = 0.877 eV
multiplicity = 1
strongest force on any atom = 0.2939 Eh/bohr